# 1
Here is a 2-piece molecular cluster, C4H12NO2 overall from the OMol25 dataset. Energies are from ωB97M-V/def2-TZVPD.

```
19
C4H12NO2 | the OMol25 dataset | ωB97M-V/def2-TZVPD
O -1.287 0.188 0.902
O -3.410 0.063 -0.401
N 0.452 -1.941 0.608
C 1.662 0.008 -0.411
C 1.502 -0.938 0.735
C 0.327 0.635 -0.935
C -0.570 1.189 0.253
H 2.206 -0.450 -1.282
H -0.250 0.001 -1.517
H -3.782 0.915 -0.041
H -0.484 -1.462 0.711
H 0.153 1.758 1.038
H 0.493 -2.368 -0.434
H 0.600 1.503 -1.634
H 2.348 0.786 -0.154
H 2.438 -1.531 0.846
H -2.508 0.029 0.144
H -1.185 2.031 -0.154
H 1.295 -0.417 1.724
```

Computed properties:
Calculated total energy: -9927.597 eV
Kohn-Sham gap: 7.851 eV
2S+1: 1
Net charge: -1
Highest occupied orbital energy: -3.703 eV
Energy above the lowest of the compared OMol25 structures with the same formula, charge and spin: 14.47 kcal/mol


# 2
Here is a 3-piece molecular cluster, C2H11NO2 overall from the OMol25 dataset. Energies are from ωB97M-V/def2-TZVPD.

```
16
C2H11NO2 | the OMol25 dataset | ωB97M-V/def2-TZVPD
O -1.665 1.317 -2.242
O 1.542 -0.290 -1.967
N -0.218 -1.145 0.176
C 0.470 -0.669 1.391
C 0.044 0.745 1.722
H -0.050 -2.143 0.139
H 0.293 -1.311 2.260
H 1.466 0.599 -2.342
H -1.015 0.802 1.970
H -1.818 0.874 -3.079
H 0.960 -0.266 -1.193
H -1.137 0.711 -1.714
H -1.221 -1.079 0.343
H 0.653 1.144 2.513
H 1.528 -0.687 1.163
H 0.166 1.398 0.859
```

Computed properties:
Calculated total energy: -7837.575 eV
Kohn-Sham gap: 11.161 eV
2S+1: 1
Net charge: 0
Highest occupied orbital energy: -10.333 eV
Energy above the lowest of the compared OMol25 structures with the same formula, charge and spin: 8.11 kcal/mol


# 3
Here is C19H38InN6O3P2Te as an isolated structure from the OMol25 dataset. Energies are from ωB97M-V/def2-TZVPD.

```
70
C19H38InN6O3P2Te | the OMol25 dataset | ωB97M-V/def2-TZVPD
Te 1.575 -2.453 2.171
In 0.407 -1.378 -1.093
P 1.068 2.275 -1.004
P -1.167 1.566 -2.659
O 1.014 0.918 -0.423
O 0.148 2.451 -2.318
O -0.960 0.116 -2.513
N -1.427 2.020 -4.236
N 2.568 2.646 -1.611
N 0.496 3.393 0.087
N -0.846 -2.072 1.687
N -2.283 2.114 -1.550
N -2.994 -1.750 2.813
C 0.493 3.078 1.499
C -4.254 -2.064 2.166
C 2.750 -7.668 2.321
C 2.851 3.561 -2.690
C 2.133 -5.379 1.944
C -3.352 1.230 -1.136
C -2.218 1.144 -5.068
C 3.513 -7.283 3.425
C 0.520 4.812 -0.195
C -2.600 3.523 -1.473
C 3.576 -5.956 3.804
C -1.290 3.376 -4.709
C 3.672 2.414 -0.707
C 1.349 -4.342 1.203
C -3.064 -1.020 4.066
C 3.055 -3.538 3.337
C -1.873 -1.933 2.233
C 2.916 -4.987 3.048
C 2.060 -6.717 1.586
H 0.583 4.994 -1.264
H 4.495 1.952 -1.255
H -3.564 1.393 -0.076
H -2.753 3.793 -0.428
H -2.066 -0.840 4.461
H 0.287 -4.594 1.154
H -3.573 -0.066 3.915
H 3.145 4.548 -2.317
H -0.396 5.260 0.194
H -2.260 3.873 -4.808
H -3.639 -1.602 4.788
H 4.063 -8.029 3.977
H 3.354 1.741 0.088
H -4.083 -2.623 1.248
H 3.010 -3.298 4.404
H 2.686 -8.710 2.045
H 1.361 5.305 0.299
H -0.459 3.392 1.930
H 0.615 2.005 1.630
H 4.031 -3.168 2.982
H -4.793 -1.142 1.930
H -3.513 3.766 -2.022
H -0.825 3.366 -5.698
H 1.988 3.656 -3.344
H 3.686 3.160 -3.270
H -0.659 3.948 -4.033
H 4.153 -5.667 4.668
H -4.271 1.416 -1.700
H 1.292 3.604 2.026
H -3.226 1.536 -5.227
H -3.031 0.199 -1.284
H 1.448 -7.018 0.749
H -1.776 4.110 -1.866
H 1.716 -4.254 0.175
H -2.279 0.163 -4.606
H 4.038 3.347 -0.268
H -4.870 -2.658 2.843
H -1.747 1.046 -6.047
```

Computed properties:
Calculated total energy: -66423.992 eV
Kohn-Sham gap (spin up / spin down): 2.378 / 3.698 eV
2S+1: 1
Net charge: +3
Highest occupied orbital energy (spin up / spin down): -15.143 / -15.142 eV
Energy above the lowest of the compared OMol25 structures with the same formula, charge and spin: 73.56 kcal/mol


# 4
Here is one molecule with the formula C2H2O2S2 from the OMol25 dataset. Energies are from ωB97M-V/def2-TZVPD.

```
8
C2H2O2S2 | the OMol25 dataset | ωB97M-V/def2-TZVPD
S -2.069 0.065 -0.128
S 2.012 -0.221 -0.139
O -0.290 -1.703 -0.001
O 0.345 1.812 0.006
C -0.511 -0.419 0.027
C 0.579 0.445 0.043
H 0.656 -1.799 0.212
H -0.722 1.821 -0.020
```

Computed properties:
Calculated total energy: -27870.696 eV
Kohn-Sham gap: 7.503 eV
2S+1: 1
Net charge: 0
Highest occupied orbital energy: -9.569 eV
Energy above the lowest of the compared OMol25 structures with the same formula, charge and spin: 20.97 kcal/mol